ORCA calculation (ωB97M-V with the def2-TZVPD basis set) on a 20-piece molecular cluster, C50H44Cl42N6O12 overall in a non-equilibrium geometry.

Calculated values
F_max: 3.07 eV Å⁻¹
orbital gap: 0.321 Eh
calculated total energy: -22490.5406 Ha
HOMO energy: -9.67 eV

Last columns: bonded neighbours and bond lengths (Å).
Cartesian coordinates (Å):
1 C 6.168 -27.255 19.452  C2 1.383, C6 1.396, H10 1.092
2 C 6.533 -27.366 20.781  C1 1.383, C3 1.432, H11 1.052
3 C 7.910 -27.335 21.174  C2 1.432, C4 1.389, H12 1.057
4 C 8.861 -27.301 20.162  C3 1.389, C5 1.383, N7 1.470
5 C 8.502 -27.193 18.832  C4 1.383, C6 1.394, H13 1.043
6 C 7.156 -27.231 18.468  C1 1.396, C5 1.394, H14 1.118
7 N 10.251 -27.197 20.629  C4 1.470, O8 1.211, O9 1.190
8 O 10.419 -27.321 21.823  N7 1.211
9 O 11.087 -26.956 19.817  N7 1.190
10 H 5.133 -27.008 19.205  C1 1.092
11 H 5.720 -27.330 21.449  C2 1.052
12 H 8.161 -27.476 22.191  C3 1.057
13 H 9.227 -27.003 18.107  C5 1.043
14 H 6.848 -27.189 17.394  C6 1.118
15 C 3.311 -24.291 9.249  C16 1.377, C20 1.396, H24 1.117
16 C 4.033 -25.463 9.302  C15 1.377, C17 1.396, H25 1.073
17 C 3.988 -26.269 10.441  C16 1.396, C18 1.379, H26 1.051
18 C 3.214 -25.905 11.523  C17 1.379, C19 1.390, N21 1.520
19 C 2.606 -24.655 11.537  C18 1.390, C20 1.377, H27 1.077
20 C 2.621 -23.887 10.394  C15 1.396, C19 1.377, H28 1.088
21 N 3.143 -26.921 12.650  C18 1.520, O22 1.210, O23 1.214
22 O 2.763 -26.566 13.743  N21 1.210
23 O 3.358 -28.090 12.403  N21 1.214
24 H 3.353 -23.725 8.286  C15 1.117
25 H 4.644 -25.738 8.464  C16 1.073
26 H 4.502 -27.183 10.358  C17 1.051
27 H 2.132 -24.246 12.413  C19 1.077
28 H 1.992 -23.000 10.370  C20 1.088
29 C 2.683 -17.618 14.981  C30 1.422, C34 1.353, H38 1.083
30 C 1.789 -18.451 15.709  C29 1.422, C31 1.351, H39 1.087
31 C 1.719 -19.763 15.395  C30 1.351, C32 1.386, H40 1.113
32 C 2.460 -20.222 14.318  C31 1.386, C33 1.414, N35 1.489
33 C 3.362 -19.420 13.582  C32 1.414, C34 1.393, H41 1.057
34 C 3.418 -18.075 13.941  C29 1.353, C33 1.393, H42 1.091
35 N 2.078 -21.554 13.772  C32 1.489, O36 1.228, O37 1.220
36 O 1.732 -22.377 14.616  N35 1.228
37 O 2.170 -21.745 12.571  N35 1.220
38 H 2.826 -16.595 15.306  C29 1.083
39 H 1.268 -18.084 16.589  C30 1.087
40 H 1.063 -20.497 15.916  C31 1.113
41 H 3.940 -19.724 12.751  C33 1.057
42 H 4.085 -17.393 13.410  C34 1.091
43 C 6.365 -24.169 16.575  C44 1.384, C48 1.345, H52 1.046
44 C 7.045 -23.029 16.969  C43 1.384, C45 1.365, H53 1.049
45 C 6.361 -21.922 17.382  C44 1.365, C46 1.403, H54 1.082
46 C 4.959 -21.931 17.320  C45 1.403, C47 1.411, N49 1.522
47 C 4.272 -22.979 16.673  C46 1.411, C48 1.418, H55 1.106
48 C 5.035 -24.137 16.379  C43 1.345, C47 1.418, H56 1.061
49 N 4.085 -20.787 17.813  C46 1.522, O50 1.190, O51 1.234
50 O 4.595 -19.758 18.125  N49 1.190
51 O 2.914 -21.072 18.080  N49 1.234
52 H 6.952 -25.030 16.484  C43 1.046
53 H 8.084 -23.119 17.076  C44 1.049
54 H 6.786 -20.982 17.709  C45 1.082
55 H 3.175 -23.106 16.733  C47 1.106
56 H 4.478 -24.979 16.053  C48 1.061
57 C 2.273 -26.395 21.264  C58 1.434, C62 1.372, H66 1.106
58 C 2.855 -25.841 20.076  C57 1.434, C59 1.381, H67 1.107
59 C 3.376 -24.562 20.056  C58 1.381, C60 1.380, H68 1.075
60 C 3.201 -23.789 21.185  C59 1.380, C61 1.358, N63 1.463
61 C 2.604 -24.260 22.310  C60 1.358, C62 1.370, H69 1.109
62 C 2.105 -25.536 22.321  C57 1.372, C61 1.370, H70 1.118
63 N 3.644 -22.395 21.205  C60 1.463, O64 1.235, O65 1.241
64 O 4.614 -22.031 20.532  N63 1.235
65 O 3.041 -21.575 21.916  N63 1.241
66 H 1.959 -27.454 21.319  C57 1.106
67 H 2.868 -26.552 19.228  C58 1.107
68 H 3.795 -24.146 19.158  C59 1.075
69 H 2.365 -23.532 23.112  C61 1.109
70 H 1.601 -25.995 23.206  C62 1.118
71 C -0.153 -29.110 14.309  C72 1.411, C76 1.367, H80 1.072
72 C -0.446 -27.921 15.009  C71 1.411, C73 1.347, H81 1.125
73 C 0.420 -27.323 15.851  C72 1.347, C74 1.384, H82 1.130
74 C 1.658 -27.936 15.936  C73 1.384, C75 1.402, N77 1.459
75 C 1.964 -29.159 15.322  C74 1.402, C76 1.365, H83 1.074
76 C 1.059 -29.721 14.469  C71 1.367, C75 1.365, H84 1.074
77 N 2.751 -27.296 16.659  C74 1.459, O78 1.210, O79 1.211
78 O 2.530 -26.167 17.032  N77 1.210
79 O 3.796 -27.901 16.757  N77 1.211
80 H -0.851 -29.472 13.580  C71 1.072
81 H -1.456 -27.433 14.933  C72 1.125
82 H 0.136 -26.387 16.417  C73 1.130
83 H 2.952 -29.572 15.406  C75 1.074
84 H 1.336 -30.645 13.995  C76 1.074
85 C 1.151 -18.227 22.748  Cl86 1.788, Cl87 1.756, Cl88 1.787, H89 1.114
86 Cl 2.173 -16.916 23.404  C85 1.788
87 Cl 1.516 -18.357 21.035  C85 1.756
88 Cl -0.600 -17.997 23.021  C85 1.787
89 H 1.522 -19.183 23.183  C85 1.114
90 C -1.800 -18.902 18.063  Cl91 1.738, Cl92 1.808, Cl93 1.792, H94 1.090
91 Cl -2.337 -17.936 19.403  C90 1.738
92 Cl -2.985 -20.208 17.663  C90 1.808
93 Cl -0.212 -19.681 18.346  C90 1.792
94 H -1.654 -18.321 17.153  C90 1.090
95 C 9.120 -22.990 20.450  Cl96 1.763, Cl97 1.863, Cl98 1.780, H99 1.089
96 Cl 10.386 -23.597 19.384  C95 1.763
97 Cl 9.550 -23.444 22.205  C95 1.863
98 Cl 7.530 -23.725 20.137  C95 1.780
99 H 9.006 -21.907 20.428  C95 1.089
100 C 8.614 -18.482 14.458  Cl101 1.736, Cl102 1.768, Cl103 1.788, H104 1.105
101 Cl 10.120 -18.297 13.613  C100 1.736
102 Cl 7.952 -20.075 14.070  C100 1.768
103 Cl 7.423 -17.265 13.915  C100 1.788
104 H 8.692 -18.389 15.556  C100 1.105
105 C -0.972 -23.236 19.073  Cl106 1.742, Cl107 1.781, Cl108 1.797, H109 1.083
106 Cl -1.835 -24.745 19.176  C105 1.742
107 Cl 0.445 -23.379 18.003  C105 1.781
108 Cl -0.415 -22.626 20.669  C105 1.797
109 H -1.748 -22.535 18.792  C105 1.083
110 C -1.014 -23.632 13.941  Cl111 1.755, Cl112 1.771, Cl113 1.798, H114 1.083
111 Cl -1.675 -22.065 13.506  C110 1.755
112 Cl -1.020 -24.809 12.618  C110 1.771
113 Cl -1.981 -24.373 15.264  C110 1.798
114 H 0.024 -23.493 14.218  C110 1.083
115 C 6.026 -19.578 21.507  Cl116 1.799, Cl117 1.821, Cl118 1.786, H119 1.059
116 Cl 7.248 -18.947 20.346  C115 1.799
117 Cl 5.313 -18.218 22.486  C115 1.821
118 Cl 6.643 -20.832 22.618  C115 1.786
119 H 5.241 -20.005 20.937  C115 1.059
120 C 12.036 -22.254 12.883  Cl121 1.756, Cl122 1.791, Cl123 1.756, H124 1.110
121 Cl 13.116 -20.870 12.904  C120 1.756
122 Cl 11.627 -22.704 11.199  C120 1.791
123 Cl 10.633 -21.884 13.872  C120 1.756
124 H 12.534 -23.170 13.265  C120 1.110
125 C 6.988 -24.215 10.744  Cl126 1.817, Cl127 1.781, Cl128 1.722, H129 1.068
126 Cl 7.623 -23.341 12.206  C125 1.817
127 Cl 7.978 -25.632 10.318  C125 1.781
128 Cl 6.989 -23.018 9.506  C125 1.722
129 H 5.971 -24.429 10.989  C125 1.068
130 C 12.054 -19.229 18.335  Cl131 1.802, Cl132 1.820, Cl133 1.766, H134 1.086
131 Cl 10.752 -20.181 17.531  C130 1.802
132 Cl 13.109 -20.359 19.297  C130 1.820
133 Cl 11.366 -17.993 19.392  C130 1.766
134 H 12.660 -18.797 17.544  C130 1.086
135 C 10.974 -25.428 14.615  Cl136 1.751, Cl137 1.766, Cl138 1.816, H139 1.080
136 Cl 11.782 -25.820 13.111  C135 1.751
137 Cl 11.453 -26.566 15.878  C135 1.766
138 Cl 9.179 -25.499 14.349  C135 1.816
139 H 11.211 -24.404 14.860  C135 1.080
140 C 14.300 -24.278 17.339  Cl141 1.753, Cl142 1.773, Cl143 1.731, H144 1.066
141 Cl 13.778 -24.697 18.959  C140 1.753
142 Cl 16.014 -23.825 17.361  C140 1.773
143 Cl 13.335 -23.008 16.668  C140 1.731
144 H 14.161 -25.049 16.615  C140 1.066
145 C 5.050 -16.339 18.709  Cl146 1.813, Cl147 1.778, Cl148 1.761, H149 1.050
146 Cl 3.310 -15.846 18.834  C145 1.813
147 Cl 6.017 -15.574 19.990  C145 1.778
148 Cl 5.667 -16.121 17.074  C145 1.761
149 H 5.056 -17.351 18.990  C145 1.050
150 C 6.473 -28.154 13.800  Cl151 1.785, Cl152 1.698, Cl153 1.771, H154 1.093
151 Cl 7.674 -28.577 12.550  C150 1.785
152 Cl 6.287 -26.470 13.914  C150 1.698
153 Cl 6.892 -28.938 15.332  C150 1.771
154 H 5.495 -28.532 13.488  C150 1.093

ORCA calculation (ωB97M-V with the def2-TZVPD basis set) on a 7-piece molecular cluster, C36H74BF10INO10 overall in a non-equilibrium geometry.

Calculated values
charge: -1
F_max: 9.23 eV Å⁻¹
orbital gap: 0.266 Eh
calculated total energy: -3544.1914 Ha
HOMO energy: -5.76 eV

Last columns: bonded neighbours and bond lengths (Å).
Cartesian coordinates (Å):
1 C -3.192 -1.093 0.711  C2 1.639, H36 1.194, H37 1.170, H38 1.194
2 C -3.382 0.371 1.423  C1 1.639, C3 1.663, H39 1.176, H40 1.194
3 C -2.169 0.765 2.490  C2 1.663, C4 1.636, H41 1.169, H42 1.194
4 C -1.136 1.791 1.744  C3 1.636, C5 1.634, H43 1.194, H44 1.175
5 C 0.436 1.348 1.746  C4 1.634, C6 1.633, H45 1.192, H46 1.194
6 C 0.784 -0.075 1.024  C5 1.633, C7 1.637, O11 1.501, C19 1.673
7 C 0.778 -0.223 -0.606  C6 1.637, C8 1.637, H47 1.170, H48 1.194
8 C -0.349 0.667 -1.392  C7 1.637, C9 1.650, H49 1.194, H50 1.194
9 C 0.091 2.251 -1.530  C8 1.650, N10 1.522, H51 1.174, H52 1.188
10 N 0.467 2.664 -2.946  C9 1.522, H53 1.064, H54 1.057
11 O 0.184 -1.323 1.604  C6 1.501, B12 1.506
12 B 0.913 -1.773 2.844  O11 1.506, O13 1.506, C14 1.651, O18 1.506
13 O 0.392 -1.253 4.158  B12 1.506, H55 1.004
14 C 0.984 -3.391 3.162  B12 1.651, C15 1.652, H56 1.192, H57 1.170
15 C 1.042 -3.761 4.771  C14 1.652, O16 1.348, F17 1.495
16 O 2.240 -3.790 5.390  C15 1.348
17 F -0.146 -4.112 5.606  C15 1.495
18 O 2.205 -1.004 2.768  B12 1.506, C19 1.501
19 C 2.370 -0.484 1.370  C6 1.673, O18 1.501, I20 2.233, C21 1.636
20 I 3.159 -2.329 0.392  C19 2.233
21 C 3.531 0.656 1.201  C19 1.636, C22 1.641, H58 1.169, H59 1.194
22 C 4.519 0.465 -0.095  C21 1.641, C23 1.673, H60 1.170, H61 1.181
23 C 5.241 1.955 -0.335  C22 1.673, F24 1.510, F25 1.488, C26 1.639
24 F 4.169 2.785 -0.999  C23 1.510
25 F 5.547 2.651 0.944  C23 1.488
26 C 6.633 1.872 -1.196  C23 1.639, F27 1.511, F28 1.497, C29 1.644
27 F 7.377 3.153 -0.899  C26 1.511
28 F 7.560 0.779 -0.764  C26 1.497
29 C 6.436 1.844 -2.829  C26 1.644, F30 1.511, F31 1.511, C32 1.639
30 F 7.832 1.786 -3.404  C29 1.511
31 F 5.860 3.127 -3.379  C29 1.511
32 C 5.657 0.524 -3.408  C29 1.639, F33 1.511, F34 1.511, F35 1.482
33 F 4.180 0.782 -3.592  C32 1.511
34 F 6.176 0.323 -4.813  C32 1.511
35 F 5.944 -0.741 -2.692  C32 1.482
36 H -3.861 -1.070 -0.278  C1 1.194
37 H -2.106 -1.339 0.353  C1 1.170
38 H -3.673 -1.963 1.372  C1 1.194
39 H -3.613 1.224 0.646  C2 1.176
40 H -4.362 0.286 2.099  C2 1.194
41 H -1.678 -0.161 3.008  C3 1.169
42 H -2.719 1.369 3.361  C3 1.194
43 H -1.191 2.817 2.353  C4 1.194
44 H -1.591 2.036 0.689  C4 1.175
45 H 0.763 1.239 2.887  C5 1.192
46 H 1.043 2.275 1.302  C5 1.194
47 H 1.810 -0.016 -1.120  C7 1.170
48 H 0.519 -1.365 -0.837  C7 1.194
49 H -1.434 0.524 -0.917  C8 1.194
50 H -0.384 0.248 -2.510  C8 1.194
51 H -0.771 2.937 -1.125  C9 1.174
52 H 1.068 2.416 -0.873  C9 1.188
53 H 1.393 3.181 -2.845  N10 1.064
54 H -0.247 3.339 -3.335  N10 1.057
55 H -0.564 -1.533 4.283  O13 1.004
56 H -0.019 -3.865 2.723  C14 1.192
57 H 1.878 -3.953 2.659  C14 1.170
58 H 3.156 1.763 1.188  C21 1.169
59 H 4.232 0.563 2.164  C21 1.194
60 H 3.976 0.222 -1.103  C22 1.170
61 H 5.414 -0.262 0.163  C22 1.181
62 C -6.907 0.094 4.410  C63 1.520, H66 1.096, H67 1.095, H68 1.094
63 C -5.605 0.264 5.177  C62 1.520, C64 1.520, O65 1.425, H69 1.095
64 C -5.795 1.143 6.403  C63 1.520, H70 1.096, H71 1.095, H72 1.094
65 O -4.627 0.850 4.323  C63 1.425, H73 0.972
66 H -7.281 1.061 4.054  C62 1.096
67 H -6.753 -0.531 3.524  C62 1.095
68 H -7.676 -0.369 5.036  C62 1.094
69 H -5.228 -0.718 5.484  C63 1.095
70 H -6.130 2.147 6.117  C64 1.096
71 H -4.848 1.267 6.939  C64 1.095
72 H -6.531 0.712 7.088  C64 1.094
73 H -4.953 1.722 4.046  O65 0.972
74 C -1.700 5.686 -6.920  C75 1.520, H78 1.096, H79 1.095, H80 1.094
75 C -0.782 4.781 -6.115  C74 1.520, C76 1.520, O77 1.425, H81 1.095
76 C 0.026 3.865 -7.019  C75 1.520, H82 1.096, H83 1.095, H84 1.094
77 O -1.562 3.993 -5.220  C75 1.425, H85 0.972
78 H -2.419 5.098 -7.502  C74 1.096
79 H -2.284 6.332 -6.256  C74 1.095
80 H -1.128 6.318 -7.608  C74 1.094
81 H -0.103 5.391 -5.508  C75 1.095
82 H -0.631 3.212 -7.604  C76 1.096
83 H 0.673 3.210 -6.425  C76 1.095
84 H 0.650 4.441 -7.709  C76 1.094
85 H -2.168 3.448 -5.750  O77 0.972
86 C 3.817 -8.513 4.145  C87 1.520, H90 1.096, H91 1.095, H92 1.094
87 C 4.343 -7.125 3.817  C86 1.520, C88 1.520, O89 1.425, H93 1.095
88 C 5.246 -6.599 4.920  C87 1.520, H94 1.096, H95 1.095, H96 1.094
89 O 3.245 -6.233 3.639  C87 1.425, H97 0.972
90 H 3.220 -8.498 5.065  C86 1.096
91 H 3.158 -8.874 3.348  C86 1.095
92 H 4.637 -9.226 4.272  C86 1.094
93 H 4.896 -7.156 2.871  C87 1.095
94 H 4.701 -6.516 5.867  C88 1.096
95 H 5.608 -5.594 4.676  C88 1.095
96 H 6.109 -7.255 5.071  C88 1.094
97 H 2.748 -6.200 4.473  O89 0.972
98 C -3.557 7.611 -2.383  C99 1.520, H102 1.096, H103 1.095, H104 1.094
99 C -2.545 6.626 -1.820  C98 1.520, C100 1.520, O101 1.425, H105 1.095
100 C -1.573 6.157 -2.891  C99 1.520, H106 1.096, H107 1.095, H108 1.094
101 O -3.232 5.500 -1.280  C99 1.425, H109 0.972
102 H -4.156 7.148 -3.175  C98 1.096
103 H -4.258 7.930 -1.604  C98 1.095
104 H -3.061 8.496 -2.792  C98 1.094
105 H -1.991 7.096 -1.000  C99 1.095
106 H -2.101 5.643 -3.701  C100 1.096
107 H -0.858 5.440 -2.474  C100 1.095
108 H -1.017 6.999 -3.315  C100 1.094
109 H -3.727 5.076 -2.001  O101 0.972
110 C 4.070 -2.355 -7.195  C111 1.520, H114 1.096, H115 1.095, H116 1.094
111 C 4.727 -1.446 -8.222  C110 1.520, C112 1.520, O113 1.425, H117 1.095
112 C 6.069 -2.000 -8.674  C111 1.520, H118 1.096, H119 1.095, H120 1.094
113 O 4.916 -0.152 -7.655  C111 1.425, H121 0.972
114 H 4.694 -2.449 -6.299  C110 1.096
115 H 3.111 -1.938 -6.869  C110 1.095
116 H 3.896 -3.354 -7.606  C110 1.094
117 H 4.065 -1.331 -9.088  C111 1.095
118 H 6.763 -2.081 -7.831  C112 1.096
119 H 6.535 -1.329 -9.404  C112 1.095
120 H 5.955 -2.988 -9.130  C112 1.094
121 H 5.502 -0.245 -6.886  O113 0.972
122 C -7.685 -3.932 6.406  C123 1.520, H126 1.096, H127 1.095, H128 1.094
123 C -7.446 -4.034 4.908  C122 1.520, C124 1.520, O125 1.425, H129 1.095
124 C -6.726 -5.324 4.549  C123 1.520, H130 1.096, H131 1.095, H132 1.094
125 O -6.664 -2.922 4.478  C123 1.425, H133 0.972
126 H -6.737 -3.932 6.956  C122 1.096
127 H -8.193 -2.993 6.651  C122 1.095
128 H -8.297 -4.765 6.766  C122 1.094
129 H -8.403 -3.986 4.378  C123 1.095
130 H -5.744 -5.374 5.032  C124 1.096
131 H -6.550 -5.379 3.469  C124 1.095
132 H -7.310 -6.199 4.853  C124 1.094
133 H -5.812 -2.957 4.944  O125 0.972

ORCA calculation (ωB97M-V with the def2-TZVPD basis set) on a 2-piece molecular cluster, C4H7NSi overall in a non-equilibrium geometry.

Calculated values
F_max: 4.18 eV Å⁻¹
orbital gap: 0.369 Eh
energy above the lowest of the compared OMol25 structures with the same formula, charge and spin: 174.1 kJ/mol
calculated total energy: -500.6926 Ha
HOMO energy: -9.16 eV
structure (SMILES): N=C=C[SiH3].C#C

Last columns: bonded neighbours and bond lengths (Å).
Cartesian coordinates (Å):
1 N -0.033 -2.679 -0.175  C2 1.213, H5 1.027
2 C -0.562 -1.657 0.207  N1 1.213, C3 1.290
3 C -1.419 -0.712 0.404  C2 1.290, Si4 1.838, H6 1.150
4 Si -1.441 1.019 -0.215  C3 1.838, H7 1.475, H8 1.507, H9 1.448
5 H 0.684 -3.045 0.463  N1 1.027
6 H -2.219 -0.984 1.183  C3 1.150
7 H -2.650 1.262 -1.024  Si4 1.475
8 H -0.531 1.260 -1.392  Si4 1.507
9 H -0.849 1.875 0.791  Si4 1.448
10 C 2.513 0.118 -0.373  C11 1.204, H12 0.995
11 C 2.525 -0.292 0.759  C10 1.204, H13 1.124
12 H 2.519 0.291 -1.353  C10 0.995
13 H 2.542 -0.682 1.813  C11 1.124